# 1
Below is 2 unconnected molecules or ions with the total composition C7H12N2 in a non-equilibrium geometry, with properties calculated with the ωB97M-V functional and the def2-TZVPD basis.

Each line ends with the natural charge from an NBO analysis.
Cartesian coordinates (Å):
1 C 0.41 2.36 -0.32  -0.228
2 C -0.03 0.98 0.60  -0.247
3 C 0.66 -0.20 0.08  -0.308
4 C 0.65 -1.68 0.64  -0.209
5 C -0.51 -2.30 -0.41  -0.233
6 C -0.63 -1.65 1.63  -0.284
7 C -0.71 -0.11 -0.31  -0.070
8 H 1.56 2.44 -1.81  0.388
9 H -0.42 2.80 -2.53  0.356
10 H -0.44 3.12 0.04  0.207
11 H 1.57 2.62 0.07  0.178
12 H -0.04 1.34 1.51  0.204
13 H 1.38 -0.09 -0.78  0.220
14 H 1.58 -2.04 1.25  0.220
15 H -0.54 -2.11 -1.58  0.215
16 H -0.77 -3.34 -0.12  0.200
17 H -0.51 -0.75 2.34  0.193
18 H -1.30 -2.46 2.23  0.235
19 H -1.02 0.42 -1.17  0.244
20 N 0.49 2.02 -1.72  -0.862
21 N -1.39 -1.36 0.37  -0.420

Its total energy is -383.1025 a.u. Its energy relative to the best compared isomer or geometry (same formula, charge and spin) is 201.24 kcal/mol. The value obtained for the orbital gap is 0.334 Ha. The max |F| comes out at 6.65 eV/A.

---

# 2
Below is 15 unconnected molecules or ions with the total composition C33H102N24O15 in a non-equilibrium geometry, with properties calculated with the ωB97M-V functional and the def2-TZVPD basis.

Each line ends with the Löwdin charge.
Cartesian coordinates (Å):
1 C -1.09 -16.13 -1.31  -0.712
2 O -0.19 -16.70 -1.93  -0.010
3 N -1.48 -14.91 -1.41  0.189
4 N -1.83 -16.71 -0.37  0.161
5 H -0.96 -14.29 -2.03  0.073
6 H -2.24 -14.49 -0.90  0.123
7 H -2.59 -16.25 0.11  0.111
8 H -1.62 -17.69 -0.20  0.112
9 C 4.88 -13.17 -11.73  -0.778
10 O 5.14 -12.02 -12.04  0.022
11 N 4.97 -13.60 -10.50  0.170
12 N 4.54 -14.18 -12.51  0.168
13 H 4.57 -14.50 -10.29  0.065
14 H 4.82 -12.97 -9.72  0.059
15 H 4.40 -14.07 -13.51  0.117
16 H 4.52 -15.11 -12.12  0.043
17 C -2.14 -16.77 -7.80  -0.784
18 O -2.74 -17.74 -7.37  0.023
19 N -2.58 -16.11 -8.84  0.153
20 N -0.99 -16.31 -7.42  0.163
21 H -3.48 -16.32 -9.24  0.112
22 H -2.08 -15.31 -9.21  0.077
23 H -0.58 -16.72 -6.60  0.067
24 H -0.57 -15.56 -7.96  0.058
25 C 3.05 -16.98 0.02  -0.706
26 O 3.09 -17.60 1.13  -0.032
27 N 2.31 -17.35 -0.97  0.157
28 N 3.57 -15.78 -0.26  0.162
29 H 2.38 -16.68 -1.73  0.039
30 H 1.71 -18.14 -0.79  0.119
31 H 3.39 -15.45 -1.20  0.069
32 H 3.93 -15.23 0.50  0.116
33 C 9.05 -16.47 -7.16  -0.796
34 O 9.95 -15.82 -6.70  0.044
35 N 7.83 -16.43 -6.69  0.169
36 N 9.10 -17.37 -8.10  0.161
37 H 7.04 -16.88 -7.14  0.082
38 H 7.71 -15.65 -6.05  0.064
39 H 8.42 -17.98 -8.53  0.104
40 H 9.99 -17.62 -8.50  0.115
41 C -0.11 -12.95 -4.45  -0.707
42 O -0.90 -12.98 -3.50  0.002
43 N -0.20 -13.80 -5.49  0.183
44 N 0.96 -12.19 -4.54  0.184
45 H 0.62 -13.86 -6.08  0.068
46 H -0.94 -14.47 -5.60  0.098
47 H 1.54 -12.14 -5.37  0.087
48 H 1.03 -11.49 -3.81  0.112
49 C 4.45 -19.63 -7.00  -0.839
50 O 5.36 -18.98 -7.38  0.050
51 N 3.79 -20.49 -7.73  0.198
52 N 4.16 -19.67 -5.77  0.203
53 H 3.88 -20.51 -8.74  0.125
54 H 2.89 -20.83 -7.43  0.123
55 H 3.38 -20.13 -5.33  0.103
56 H 5.01 -19.62 -5.22  0.137
57 C 4.31 -17.13 -10.15  -0.750
58 O 4.03 -16.58 -11.25  -0.010
59 N 3.53 -17.59 -9.26  0.193
60 N 5.49 -17.35 -9.72  0.183
61 H 3.72 -18.12 -8.42  0.079
62 H 2.54 -17.45 -9.41  0.133
63 H 6.28 -17.33 -10.35  0.132
64 H 5.54 -18.08 -9.02  0.060
65 C 0.66 -14.21 -10.72  -0.740
66 O 0.13 -14.73 -9.76  0.019
67 N 0.23 -14.40 -11.96  0.160
68 N 1.73 -13.48 -10.70  0.192
69 H -0.58 -15.00 -12.08  0.113
70 H 0.36 -13.74 -12.71  0.109
71 H 2.33 -13.34 -9.91  0.047
72 H 1.92 -13.16 -11.64  0.115
73 C 4.81 -16.33 -3.71  -0.068
74 C 3.63 -15.51 -4.19  -0.370
75 C 3.34 -15.62 -5.67  -0.126
76 O 2.81 -14.42 -6.34  -0.213
77 C 2.61 -14.54 -7.70  -0.161
78 N 2.37 -15.56 -3.42  0.088
79 H 4.74 -17.39 -3.93  0.053
80 H 4.95 -16.64 -2.67  0.055
81 H 5.79 -16.24 -4.18  0.071
82 H 4.08 -14.53 -4.03  0.128
83 H 2.77 -16.51 -5.95  0.115
84 H 4.22 -15.68 -6.31  0.118
85 H 1.87 -15.29 -7.97  0.075
86 H 3.56 -14.64 -8.23  0.081
87 H 2.11 -13.70 -8.17  0.059
88 H 1.88 -14.74 -3.75  0.064
89 H 1.80 -16.36 -3.65  0.040
90 C 1.08 -18.84 -4.06  -0.062
91 C -0.34 -19.07 -4.43  -0.406
92 C -1.22 -19.73 -3.39  -0.245
93 O -2.50 -19.65 -3.90  -0.193
94 C -3.60 -20.18 -3.08  -0.043
95 N -0.83 -17.70 -4.60  0.055
96 H 1.13 -18.47 -3.03  0.058
97 H 1.46 -18.09 -4.75  0.058
98 H 1.65 -19.75 -4.24  0.061
99 H -0.53 -19.65 -5.33  0.148
100 H -1.20 -19.22 -2.43  0.120
101 H -0.80 -20.73 -3.36  0.130
102 H -3.15 -20.87 -2.36  0.076
103 H -4.46 -20.64 -3.57  0.089
104 H -3.92 -19.42 -2.37  0.077
105 H -0.74 -17.10 -3.80  0.043
106 H -1.82 -17.90 -4.47  0.067
107 C 6.17 -9.04 -4.78  -0.071
108 C 6.39 -8.95 -3.22  -0.358
109 C 5.68 -10.08 -2.32  -0.163
110 O 4.28 -10.10 -2.48  -0.208
111 C 3.80 -11.34 -2.11  -0.121
112 N 7.79 -9.22 -3.11  0.021
113 H 6.47 -10.01 -5.18  0.063
114 H 6.69 -8.40 -5.50  0.071
115 H 5.11 -8.84 -4.93  0.050
116 H 6.03 -7.94 -3.01  0.132
117 H 5.83 -9.83 -1.27  0.130
118 H 6.05 -11.06 -2.63  0.093
119 H 4.15 -12.05 -2.86  0.084
120 H 2.74 -11.15 -1.94  0.092
121 H 4.24 -11.55 -1.13  0.086
122 H 7.97 -10.12 -3.54  0.027
123 H 8.28 -8.50 -3.61  0.078
124 C 4.56 -11.52 -7.60  -0.044
125 C 3.18 -10.86 -7.80  -0.357
126 C 3.24 -9.33 -7.71  -0.207
127 O 4.04 -8.73 -8.72  -0.181
128 C 4.40 -7.30 -8.43  -0.046
129 N 2.79 -11.44 -9.12  0.031
130 H 5.01 -11.11 -6.70  0.063
131 H 5.28 -11.45 -8.42  0.086
132 H 4.42 -12.59 -7.44  0.056
133 H 2.50 -11.28 -7.06  0.114
134 H 3.76 -9.15 -6.77  0.096
135 H 2.24 -8.89 -7.68  0.124
136 H 3.57 -6.60 -8.27  0.079
137 H 4.89 -6.87 -9.30  0.081
138 H 5.08 -7.19 -7.58  0.072
139 H 2.10 -10.84 -9.54  0.086
140 H 3.50 -11.10 -9.75  0.069
141 C 7.20 -14.38 -1.85  -0.056
142 C 7.64 -13.66 -3.13  -0.428
143 C 8.71 -12.48 -2.83  -0.172
144 O 9.06 -11.70 -3.93  -0.210
145 C 10.23 -12.05 -4.64  -0.071
146 N 8.01 -14.58 -4.14  0.051
147 H 6.96 -13.63 -1.10  0.069
148 H 8.05 -14.86 -1.36  0.079
149 H 6.33 -15.04 -1.83  0.051
150 H 6.69 -13.21 -3.42  0.111
151 H 9.56 -12.93 -2.31  0.130
152 H 8.12 -11.93 -2.10  0.102
153 H 10.48 -11.42 -5.50  0.097
154 H 10.16 -13.07 -5.03  0.073
155 H 11.09 -12.01 -3.97  0.093
156 H 8.56 -14.02 -4.78  0.047
157 H 8.77 -15.08 -3.70  0.094
158 C 7.16 -18.99 -1.27  -0.077
159 C 7.31 -19.07 0.26  -0.437
160 C 6.15 -19.93 1.02  -0.166
161 O 6.18 -19.95 2.44  -0.178
162 C 5.30 -19.00 2.98  -0.136
163 N 8.58 -19.60 0.38  0.011
164 H 6.18 -18.64 -1.58  0.054
165 H 7.39 -19.96 -1.72  0.070
166 H 7.84 -18.30 -1.78  0.071
167 H 7.28 -18.04 0.61  0.134
168 H 6.25 -20.94 0.63  0.115
169 H 5.18 -19.54 0.69  0.101
170 H 4.24 -19.21 2.85  0.074
171 H 5.31 -18.02 2.50  0.073
172 H 5.54 -19.01 4.04  0.089
173 H 8.75 -20.53 0.02  0.082
174 H 8.79 -19.57 1.37  0.081

Its total energy is -3761.2775 a.u. Its energy relative to the best compared isomer or geometry (same formula, charge and spin) is 171.66 kcal/mol. The value obtained for the orbital gap is 0.303 Ha. The max |F| comes out at 8.08 eV/A.

---

# 3
Below is C4H6N2 in the gas phase, with properties calculated with the ωB97M-V functional and the def2-TZVPD basis.

Each line ends with the natural charge from an NBO analysis.
Cartesian coordinates (Å):
1 C -1.89 -0.25 0.08  -0.632
2 C -0.41 -0.12 0.03  0.093
3 C 0.39 0.98 0.20  -0.126
4 N 1.69 0.55 -0.01  -0.529
5 C 1.61 -0.78 -0.29  0.170
6 N 0.37 -1.21 -0.27  -0.463
7 H -2.41 0.71 0.15  0.214
8 H -2.20 -0.87 0.93  0.221
9 H -2.25 -0.75 -0.82  0.226
10 H 0.20 1.98 0.57  0.215
11 H 2.51 1.12 -0.11  0.417
12 H 2.48 -1.40 -0.42  0.194

Its total energy is -265.5338 a.u. Its SMILES is Cc1c[nH]cn1. Its energy relative to the best compared isomer or geometry (same formula, charge and spin) is 1.09 kcal/mol. The value obtained for the orbital gap is 0.352 Ha. The max |F| comes out at 0.48 eV/A.

---

# 4
Below is a molecular structure, C28H20N12OPdSSe in a non-equilibrium geometry, with properties calculated with the ωB97M-V functional and the def2-TZVPD basis.

Each line ends with the natural charge from an NBO analysis.
Cartesian coordinates (Å):
1 Pd -0.92 2.09 0.39  0.775
2 S -1.68 1.49 2.50  -0.177
3 C -1.09 -0.17 2.63  0.100
4 N -1.57 -0.83 3.64  -0.179
5 N -1.08 -1.99 4.06  -0.402
6 C 0.19 -2.58 3.91  0.216
7 C 1.36 -1.81 3.89  -0.265
8 C 2.58 -2.44 3.80  -0.181
9 C 2.67 -3.83 3.75  -0.238
10 C 1.51 -4.59 3.81  -0.202
11 C 0.27 -3.96 3.89  -0.280
12 N -0.26 -0.83 1.76  -0.210
13 N 0.14 -0.25 0.73  -0.244
14 C 0.81 -1.09 -0.17  0.161
15 C 1.52 -0.46 -1.20  -0.233
16 C 2.17 -1.21 -2.16  -0.213
17 C 2.11 -2.60 -2.11  -0.207
18 C 1.41 -3.23 -1.10  -0.194
19 C 0.77 -2.49 -0.12  -0.234
20 H -1.72 -2.47 4.67  0.386
21 H 1.31 -0.73 3.95  0.249
22 H 3.49 -1.84 3.79  0.220
23 H 3.63 -4.32 3.67  0.213
24 H 1.56 -5.67 3.79  0.212
25 H -0.64 -4.55 3.93  0.208
26 H 1.55 0.62 -1.21  0.218
27 H 2.73 -0.71 -2.94  0.220
28 H 2.61 -3.19 -2.87  0.215
29 H 1.36 -4.31 -1.07  0.215
30 H 0.22 -2.96 0.69  0.239
31 N -4.83 1.43 -0.62  -0.530
32 C -3.78 1.95 0.05  0.271
33 N -2.64 1.44 -0.36  -0.464
34 C -2.95 0.51 -1.34  0.048
35 C -2.13 -0.30 -2.11  -0.153
36 C -2.74 -1.11 -3.05  -0.226
37 C -4.13 -1.11 -3.23  -0.198
38 C -4.96 -0.31 -2.47  -0.252
39 C -4.34 0.50 -1.52  0.162
40 H -5.79 1.67 -0.46  0.430
41 H -3.88 2.70 0.82  0.241
42 H -1.06 -0.30 -1.97  0.232
43 H -2.13 -1.75 -3.67  0.225
44 H -4.57 -1.76 -3.98  0.222
45 H -6.03 -0.31 -2.60  0.223
46 O 0.71 2.87 1.25  -0.498
47 N 1.84 2.74 0.66  0.333
48 C 2.86 2.34 1.45  -0.161
49 C 2.53 1.83 2.73  0.293
50 N 2.25 1.38 3.75  -0.311
51 C 4.21 2.37 1.04  0.265
52 N 5.33 2.41 0.77  -0.296
53 Se 4.32 4.18 -2.04  0.591
54 N 2.94 4.08 -3.05  -0.685
55 C 1.68 3.69 -2.83  0.154
56 C 0.79 3.76 -3.91  -0.167
57 C -0.53 3.45 -3.75  -0.272
58 C -0.97 3.03 -2.50  0.046
59 N -0.16 2.90 -1.45  -0.506
60 C 1.15 3.21 -1.56  0.294
61 N 2.08 3.01 -0.59  -0.363
62 H 1.19 4.08 -4.87  0.232
63 H -1.24 3.51 -4.56  0.229
64 H -2.01 2.80 -2.34  0.205

Its total energy is -4738.6238 a.u. Its multiplicity is 3. Its energy relative to the best compared isomer or geometry (same formula, charge and spin) is 32.22 kcal/mol. The value obtained for the orbital gap (alpha / beta) is 0.218 / 0.196 Ha. The max |F| comes out at 1.25 eV/A.

---

- What is the max |F| in the second record?
  8.08 eV/A

---

- energy relative to the best compared isomer or geometry (same formula, charge and spin) of number 1 (C7H12N2)?
  201.24 kcal/mol